Entry 1:
The following is a quantum chemistry calculation of a 4-piece molecular cluster, C23H40N5O2S overall, from the Open Molecules 2025 dataset.

Last column: Löwdin charge in e.
CARTESIAN COORDINATES (ANGSTROEM)
1 C 0.3867 3.5133 0.4795  -0.0513
2 H 4.5422 1.6053 -1.6208  0.0978
3 H 2.4536 0.6006 -4.7162  0.0984
4 C -1.1066 0.2957 -1.8661  -0.1957
5 C -2.7727 -0.6529 -0.2354  -0.2480
6 H 2.3083 -0.1575 -0.9151  0.0960
7 H -4.3364 -0.9363 3.6080  0.0779
8 H 0.7102 4.4857 0.8457  0.0855
9 H -5.2265 -0.1355 2.3112  0.0830
10 C -4.8242 4.7862 2.0206  -0.0852
11 C -6.0584 5.1863 1.3636  -0.2944
12 H 1.6211 0.5069 1.1164  0.0627
13 H -4.9972 3.9137 2.6458  0.0397
14 C 3.6459 -1.8104 2.0801  -0.3810
15 C 2.8031 -0.6676 2.6041  -0.2755
16 H 0.2670 0.6649 -4.9146  0.0935
17 H -0.3196 -5.1106 -1.8543  0.1209
18 H 3.8722 -0.9712 -0.8470  0.0888
19 H 3.8263 -2.4712 2.9293  0.0432
20 O -3.2897 -1.8068 0.3916  -0.1922
21 C -0.4640 -0.2194 -3.1536  -0.1940
22 C 0.4368 -5.3714 -1.1457  -0.2259
23 H -1.9324 -1.5604 1.9484  0.0930
24 H 1.8202 -1.1140 2.7669  0.0014
25 C 3.3772 -0.0081 -0.8083  -0.2037
26 H 4.6481 0.4086 0.8913  0.1004
27 H -5.9707 -0.3160 3.9136  0.0813
28 H 0.7635 3.3662 -0.5312  0.0701
29 N -7.0328 5.5034 0.8468  0.1032
30 C -1.4001 -0.8197 -0.8556  -0.1819
31 H -1.6659 -2.9738 0.9503  0.0748
32 H 3.7492 -2.9096 0.1685  0.0568
33 O 0.8526 -4.4377 -0.2742  0.0103
34 C 3.0314 -2.7236 0.9618  -0.4835
35 C -5.0378 -0.1383 3.3818  -0.0608
36 H 2.6108 1.4340 2.1911  0.0590
37 H 3.7116 1.7485 0.3034  0.0885
38 C -2.4321 -2.3389 1.3790  -0.1124
39 S 2.6299 -4.3120 1.7227  0.9812
40 C 2.6019 0.5058 1.6141  -0.3236
41 H -2.8062 0.2036 0.4430  0.1167
42 H 3.1995 2.2278 -3.4346  0.1005
43 H 2.1489 -2.2697 0.5338  0.0571
44 C 2.7666 1.4606 -2.7993  -0.2124
45 H -3.0217 -2.9522 2.0487  0.0809
46 H 0.0573 -1.1412 -2.9242  0.0979
47 C 2.0162 0.4860 -3.7310  -0.1959
48 C -4.4741 1.1366 3.7887  -0.2699
49 C 3.8909 0.8209 -1.9912  -0.2168
50 C 3.6624 0.6819 0.5307  -0.2277
51 H 4.4609 0.1921 -2.6692  0.1026
52 H 0.7879 2.7313 1.1253  0.0694
53 H -0.6276 -0.8222 -0.0952  0.1058
54 N 1.9458 -6.3237 0.0272  0.0359
55 H 0.2935 1.7736 -3.5838  0.1031
56 C 1.8084 -5.1098 0.4345  -0.7181
57 N -2.2097 3.3592 0.4728  0.1461
58 H -4.0702 4.5338 1.2768  0.0294
59 H -1.3694 -1.7998 -1.3212  0.1122
60 H 4.6320 -1.5041 1.7422  0.0710
61 N -4.0198 2.1422 4.0991  0.1381
62 H -2.0290 0.8226 -2.0896  0.1067
63 H -0.4311 1.0007 -1.3924  0.0901
64 C -1.0651 3.4395 0.4729  -0.2557
65 H -1.2599 -0.4759 -3.8464  0.1047
66 H 2.0795 1.9530 -2.1138  0.0890
67 C 0.5102 0.7460 -3.8590  -0.2002
68 H -3.4638 -0.4452 -1.0478  0.1195
69 N 1.0267 -6.4952 -1.0093  0.0356
70 H 2.2184 -0.5354 -3.4289  0.1037
71 H -4.4604 5.6009 2.6436  0.0827

## Properties
Total energy = -46876.752 eV
Charge = -1
Largest force on an atom = 0.8 eV/Å
Lowest unoccupied orbital energy = 2.3 eV
Orbital gap = 4.13 eV

---

Entry 2:
The following is a quantum chemistry calculation of C23H40N7O6S2V as an isolated structure, from the Open Molecules 2025 dataset.

Last column: Löwdin spin population.
CARTESIAN COORDINATES (ANGSTROEM)
1 O -0.2737 -0.5006 -1.0889  0.0183
2 C -0.3843 -0.6769 -4.6868  0.0007
3 C 0.0030 -0.9439 -3.3737  -0.0002
4 H 5.2529 -2.9700 0.3342  0.0003
5 H 3.2706 2.7406 2.4395  0.0001
6 O 0.8693 0.9730 2.0891  0.0299
7 C 4.5516 -0.6105 1.5262  0.0010
8 H -2.0453 3.4218 -5.4561  0.0000
9 H -2.9855 2.0093 -3.6688  0.0001
10 N -1.2331 -3.1413 3.4771  0.0021
11 H -0.7298 5.1933 -0.8926  -0.0004
12 H -2.5575 3.7007 -0.1424  0.0001
13 H -0.3442 -4.3110 1.1703  0.0000
14 H -1.0580 0.9867 2.9810  0.0014
15 C -1.5962 3.4653 -4.4639  0.0003
16 H 1.1840 -3.2413 -6.2322  0.0000
17 H -4.5391 1.5758 3.1708  0.0001
18 C 2.3317 2.9315 1.9207  0.0011
19 C 1.2450 -2.8596 -4.1240  0.0000
20 C 0.8130 -2.0382 -3.0954  0.0010
21 C -2.9372 0.6868 2.2245  0.0040
22 N 3.7524 -1.7798 1.1943  0.0080
23 H -0.9795 -3.1661 5.5464  0.0000
24 H -3.4661 3.6806 -3.4143  -0.0001
25 C -1.3025 -2.4710 4.7730  0.0002
26 C -0.5972 -3.2508 1.1016  0.0006
27 N -4.2204 1.0071 2.4041  0.0008
28 H 5.3593 -0.9205 2.1854  0.0001
29 H -1.5599 -3.1646 0.5911  0.0000
30 C -2.5616 4.0746 -1.1625  0.0003
31 H -0.7172 2.8250 -4.4603  0.0001
32 H 1.8820 -3.7090 -3.9180  0.0000
33 C -1.8437 -4.4702 3.3791  0.0001
34 S -0.4942 2.2118 -0.0661  -0.0126
35 H 2.7625 1.6009 0.3577  0.0002
36 O 0.6991 2.6075 3.5805  0.0025
37 C 1.6662 -2.8984 0.5936  0.0010
38 H -4.9089 0.6109 1.7877  -0.0002
39 H -1.1012 -5.2603 3.4910  0.0001
40 H -2.5697 -4.5644 4.1828  0.0000
41 H 3.9419 0.1140 2.0610  0.0004
42 H -1.0208 0.1729 -4.8909  0.0000
43 N -2.0833 2.9922 -2.0472  0.0054
44 C 0.0405 -1.5042 -5.7124  -0.0001
45 H -2.3780 -4.5947 2.4406  0.0000
46 H -0.2636 -1.3044 -6.7306  0.0000
47 H -2.2072 6.1474 -0.7380  0.0000
48 H -2.3277 -2.1635 4.9803  0.0001
49 H 2.0530 -3.4052 -0.2977  0.0001
50 C -1.7345 5.3375 -1.2927  -0.0001
51 S -2.5218 -0.3377 0.9178  -0.0019
52 H 1.6627 2.7822 -0.0517  0.0007
53 H 1.7687 -3.5895 1.4361  0.0001
54 C -2.6135 3.0051 -3.4374  0.0001
55 H -2.3093 1.8263 3.8019  0.0000
56 O 0.3403 -2.5136 0.3757  0.0012
57 H -3.5983 4.2615 -1.4374  0.0002
58 N 2.5459 2.6078 0.4758  0.0002
59 C -0.6733 -2.5506 2.4409  0.0009
60 H 2.0878 3.9882 1.9931  0.0002
61 H 4.9806 -0.1531 0.6339  0.0002
62 H -1.2838 4.4931 -4.2857  0.0000
63 C 1.2071 2.1306 2.5964  0.0042
64 O -0.1828 -1.3998 2.4685  0.0033
65 C 4.4948 -3.0405 1.1136  0.0006
66 N -0.9586 1.1107 -2.5809  0.0024
67 H 3.2930 3.1700 0.0732  0.0000
68 C -0.4359 -0.0415 -2.2880  0.0069
69 V -0.0285 -0.0817 0.7186  1.8864
70 H 3.8446 -3.8755 0.8840  0.0000
71 H 4.9839 -3.2317 2.0672  0.0003
72 N -2.0427 1.1884 3.0675  0.0036
73 H 1.0989 -2.2301 -2.0703  0.0001
74 C 0.8549 -2.5936 -5.4305  0.0008
75 O 1.9019 -0.5397 0.8270  0.0155
76 C -1.2433 2.0620 -1.6582  0.0013
77 H -1.6494 5.6567 -2.3302  0.0000
78 C 2.4713 -1.6485 0.8844  0.0059
79 H -0.6528 -1.6023 4.7666  0.0000

## Properties
Total energy = -94565.969 eV
Charge = +2
Largest force on an atom = 2.7 eV/Å
Lowest unoccupied orbital energy (spin up / spin down) = -4.9 / -4.8 eV
Energy above the lowest of the compared OMol25 structures with the same formula, charge and spin = 1.350 eV
Multiplicity = 3
Orbital gap (spin up / spin down) = 8.53 / 8.65 eV

---

Entry 3:
The following is a quantum chemistry calculation of a 7-piece molecular cluster, C23H40O21 overall, from the Open Molecules 2025 dataset.

Last column: Löwdin charge in e.
CARTESIAN COORDINATES (ANGSTROEM)
1 O 0.5032 -10.6632 17.4099  -0.0155
2 C -1.1163 -17.7326 17.9575  -0.1850
3 H 5.1374 -17.0589 17.2223  0.1098
4 C 5.7560 -16.8538 18.0953  -0.0190
5 O 2.8975 -11.2911 11.5432  0.0726
6 H 1.7409 -15.3895 20.2702  0.0919
7 H 1.3458 -17.4817 11.0274  0.1286
8 H -1.1030 -15.8542 16.9559  0.0827
9 H 0.2167 -16.9240 16.4621  0.0754
10 C 4.2947 -13.3136 16.4484  -0.1192
11 O -0.1163 -8.4873 17.5742  0.1352
12 C -1.1501 -16.2497 12.4553  -0.5987
13 H 1.7388 -18.8927 20.2601  0.0926
14 C 0.5373 -9.3746 17.0948  -0.6127
15 H 1.5947 -17.0654 12.6563  0.1249
16 H -1.1069 -11.8208 17.7940  0.1003
17 O -2.2319 -16.3485 12.9225  0.1694
18 C 1.9066 -11.7048 12.4728  -0.1103
19 H 8.7095 -19.1413 13.6664  0.0997
20 O -0.8958 -20.5439 17.9243  0.1365
21 O 3.6875 -14.4172 15.8093  0.0608
22 C 2.1041 -19.5810 19.5024  -0.0480
23 C -0.3626 -16.5745 17.3134  -0.0562
24 C -0.4929 -11.1163 18.3483  -0.0008
25 C 2.3029 -14.4688 20.1275  -0.0197
26 H 2.8475 -20.2498 19.9358  0.0943
27 O -0.3930 -17.3208 12.1379  0.0701
28 O 2.2744 -9.4070 12.5674  0.0532
29 O 3.6222 -9.2650 10.8015  0.1832
30 C 3.2197 -12.2205 16.3533  -0.0864
31 H -1.7879 -17.4288 18.7586  0.1245
32 C 3.9807 -15.8055 19.1429  -0.6192
33 H 9.8337 -18.8757 14.9312  0.0968
34 C -0.0758 -19.8693 18.4776  -0.6120
35 H 0.8536 -15.1778 10.5343  0.1293
36 O -0.1317 -18.5443 18.6163  -0.0008
37 H 2.2860 -12.4692 13.1512  0.1143
38 C 8.2656 -14.4884 16.7919  -0.0513
39 O 3.3746 -16.8188 19.2897  0.1381
40 H 10.4182 -18.7736 13.2562  0.0951
41 H 1.4543 -14.7483 12.1586  0.1053
42 O 2.0400 -12.9675 16.0288  0.0620
43 O 7.8948 -17.3049 15.5779  0.1167
44 O -0.5591 -15.0997 12.1358  0.0730
45 C 8.4908 -16.6573 14.7461  -0.6027
46 O 3.5161 -14.5752 19.3774  -0.0144
47 H 0.4405 -10.2947 13.0625  0.1394
48 H 7.5913 -13.5626 15.0610  0.1193
49 C 7.5732 -14.5912 15.4134  -0.1993
50 C 1.7066 -7.9362 15.6026  -0.0187
51 O 9.3067 -17.1634 13.8410  0.0198
52 H 1.6353 -13.8409 19.5343  0.0822
53 H 9.2812 -14.1451 16.6050  0.0852
54 C 0.9165 -16.8661 11.8174  -0.1157
55 C 2.3711 -14.1620 15.5558  -0.5851
56 C 2.9661 -9.9340 11.5174  -0.5522
57 H 3.1987 -11.5891 17.2358  0.1324
58 H 5.1895 -13.0604 15.8761  0.1191
59 O 1.6417 -14.9383 15.0468  0.1689
60 O 5.2576 -15.6962 18.7750  -0.0025
61 H 1.8011 -10.4676 14.2473  0.0961
62 H 4.5965 -13.4434 17.4868  0.1139
63 H -1.6487 -18.2702 17.1747  0.1251
64 H 3.3124 -11.5598 15.4900  0.1171
65 C 9.5908 -18.5471 13.9186  -0.0433
66 H 0.2853 -16.0554 18.0190  0.0623
67 H 2.5723 -13.9884 21.0640  0.0987
68 H 2.6323 -19.1097 18.6749  0.0841
69 O 1.0335 -20.3628 19.0022  0.0081
70 H 5.8035 -17.6687 18.8188  0.1040
71 H 6.5522 -14.9640 15.4563  0.1111
72 H 0.8319 -7.7516 14.9732  0.1041
73 O 8.3731 -15.3555 14.5247  0.0482
74 O 1.5544 -9.2072 16.2464  -0.0457
75 H 6.7664 -16.7024 17.7282  0.0555
76 H 1.0450 -12.1419 11.9661  0.1282
77 H 2.5788 -8.0121 14.9650  0.0934
78 H 0.0714 -11.6608 19.1071  0.0834
79 H 8.2889 -15.4522 17.2985  0.0530
80 H -1.0056 -10.2987 18.8442  0.0938
81 H 1.6891 -7.1751 16.3819  0.0993
82 C 1.5140 -10.4158 13.2018  -0.1181
83 H 7.7549 -13.8412 17.5054  0.0790
84 C 0.7420 -15.3524 11.6055  -0.1083

## Properties
Total energy = -67496.783 eV
Largest force on an atom = 1.8 eV/Å
SMILES string = CCOC(=O)OC.CCOC(=O)OC.COC(=O)OC.COC(=O)OC.O=C1OCCO1.O=C1OCCO1.O=C1OCCO1
Lowest unoccupied orbital energy = 0.0 eV
Energy above the lowest of the compared OMol25 structures with the same formula, charge and spin = 0.000 eV
Orbital gap = 10.36 eV